Here is a cluster of 6 separate species, C30H57F6N5O9P2S in total in a non-equilibrium geometry from the Open Molecules 2025 dataset. Energies are from ωB97M-V/def2-TZVPD.

The geometry in XYZ format:
```
110
Properties=species:S:1:pos:R:3
C 0.6220 -4.5217 -2.0704
C 1.1129 -3.4147 -2.0015
P 1.6086 -1.5959 -2.1968
C 1.0815 -0.6547 -3.7420
C 0.8828 0.9146 -3.5618
C 2.2314 1.7566 -3.5351
C 2.5405 2.1767 -2.0353
C 3.9629 2.8497 -1.8274
C 4.7292 2.3296 -0.5283
C 3.8012 2.2272 0.7550
O 4.5403 1.5185 1.7831
C 4.3961 0.0910 1.6133
P -0.2805 -1.1159 -1.0974
S 0.0515 0.3644 0.1474
C 3.2534 -2.2240 -2.9861
O 3.2352 -3.3000 -3.5504
C 4.6609 -1.4861 -2.9395
F 4.5803 -0.1488 -2.5635
F 5.1447 -1.4741 -4.2644
C 5.7037 -2.1751 -1.9334
F 5.9790 -1.2600 -0.9090
F 5.1077 -3.2658 -1.3068
C 7.1007 -2.5270 -2.5821
F 7.8646 -3.1283 -1.5592
F 6.9758 -3.5013 -3.5645
C 7.9349 -1.2731 -3.0532
O 7.5087 -0.1431 -3.0238
O 9.2235 -1.4359 -3.5481
H -0.0696 -5.3731 -2.2735
H 2.3726 -1.0339 -1.1063
H 0.1678 -1.1156 -4.2267
H 1.9177 -0.7855 -4.4996
H 0.3017 1.2728 -4.4847
H 0.2661 1.2245 -2.6756
H 2.0043 2.7284 -4.0800
H 3.0907 1.2576 -4.0583
H 1.7738 2.8734 -1.5959
H 2.5027 1.2149 -1.4327
H 3.7904 3.9596 -1.6576
H 4.6348 2.7839 -2.7386
H 5.5194 3.1176 -0.3120
H 5.2933 1.3711 -0.7000
H 3.5259 3.2750 1.0640
H 2.8547 1.6392 0.5899
H 3.5929 -0.3152 2.2896
H 5.3817 -0.4057 1.8263
H 4.0989 -0.0996 0.5435
H -0.7114 -2.2542 -0.3421
H -1.3193 -0.7138 -2.0000
H 9.4564 -0.5929 -3.9950
C 9.7023 4.9760 -0.6487
N 8.4362 5.3973 -1.2127
C 7.8321 4.9564 -2.3506
C 8.5354 3.8952 -3.1568
O 6.7540 5.4195 -2.6885
H 9.5212 4.5853 0.3547
H 10.3566 5.8474 -0.5774
H 10.1854 4.2113 -1.2512
H 7.9068 6.1061 -0.7271
H 7.9329 3.6485 -4.0295
H 9.5054 4.2627 -3.4981
H 8.6636 2.9909 -2.5581
C -5.0874 -2.7167 1.0449
N -4.0906 -2.0711 0.2162
C -3.8446 -0.7388 0.0807
C -4.6919 0.2177 0.8736
O -2.9545 -0.3559 -0.6702
H -4.5778 -3.3857 1.7417
H -5.7431 -3.3071 0.4016
H -5.6823 -1.9986 1.6037
H -3.4842 -2.6512 -0.3446
H -4.3791 1.2385 0.6621
H -5.7419 0.1113 0.5906
H -4.5683 0.0345 1.9387
C -7.6373 -0.7661 5.3169
N -6.5277 -0.3002 4.5061
C -6.1589 0.9812 4.2390
C -6.9793 2.0911 4.8420
O -5.1873 1.2036 3.5283
H -7.2387 -1.3820 6.1243
H -8.2872 -1.3792 4.6910
H -8.2116 0.0547 5.7384
H -5.9321 -0.9878 4.0694
H -6.5633 3.0507 4.5398
H -8.0100 2.0331 4.4868
H -6.9521 2.0297 5.9315
C -8.4045 -5.1377 9.9380
N -8.9195 -4.5800 8.7033
C -8.2330 -4.2579 7.5745
C -6.7448 -4.4945 7.5625
O -8.8249 -3.7919 6.6109
H -8.9051 -6.0901 10.1226
H -8.6392 -4.4498 10.7526
H -7.3302 -5.2970 9.8994
H -9.9093 -4.3941 8.6369
H -6.3398 -4.1902 6.5987
H -6.2630 -3.9023 8.3430
H -6.5311 -5.5550 7.7081
C -5.2601 2.0872 -5.2625
N -3.8346 1.9368 -5.4711
C -2.9045 1.4514 -4.6054
C -3.3716 1.0019 -3.2473
O -1.7275 1.3918 -4.9445
H -5.7844 1.5015 -6.0205
H -5.5188 3.1407 -5.3865
H -5.5669 1.7549 -4.2743
H -3.4474 2.2178 -6.3599
H -2.5219 0.6454 -2.6745
H -3.8241 1.8363 -2.7083
H -4.0879 0.1841 -3.3487
```

Output
Orbital gap (eV): 7.6
F_max (hartree/bohr): 0.0539
Highest occupied orbital energy (eV): -7.4
SMILES: C#C[PH](CCCCCCCOC)([PH2]=S)C(=O)C(F)(F)C(F)(F)C(F)(F)C(=O)O.CNC(C)=O.CNC(C)=O.CNC(C)=O.CNC(C)=O.CNC(C)=O
Net charge: 0

Atomic partial charges in e from the Mulliken method, atoms 1 to 6: atom 1 (C): 0.171, atom 2 (C): -1.194, atom 3 (P): 1.687, atom 4 (C): -1.154, atom 5 (C): -0.022, atom 6 (C): -0.880

=====

Here is a cluster of 6 separate species, C30H57N2O8PS in total in a non-equilibrium geometry from the Open Molecules 2025 dataset. Energies are from ωB97M-V/def2-TZVPD.

The geometry in XYZ format:
```
99
Properties=species:S:1:pos:R:3
C -0.9422 -3.0680 2.7989
C -0.1517 -2.9386 1.3975
O -0.8990 -3.5398 0.2829
C 0.4029 -1.4693 1.0814
N -0.5564 -0.3473 1.3472
C 0.1133 0.8572 0.7457
C 0.8304 1.8900 1.6573
C 1.5767 3.1413 1.0753
C 1.5901 3.3908 -0.4573
C 0.8804 2.3691 -1.4015
C 0.1601 1.1189 -0.8097
S -0.7263 -0.1423 -1.8696
C -2.2016 -0.5420 -0.7914
C -3.6132 -0.8194 -1.3752
C -4.8276 -1.1258 -0.4654
P -6.5731 -1.5047 -1.0445
N -6.8986 -3.0227 -0.5850
O -6.7439 -1.5067 -2.7526
O -7.7602 -0.5134 -0.2948
C -4.5685 -1.1180 1.0910
C -3.1480 -0.8547 1.6625
C -1.8912 -0.5695 0.7552
H -1.9282 -3.6207 2.5423
H -1.2620 -2.0618 3.2400
H -0.4119 -3.7189 3.5704
H 0.7839 -3.6148 1.5130
H -0.3997 -3.2449 -0.5203
H 0.8627 -1.4622 0.0254
H 1.2980 -1.3026 1.7983
H 0.8634 1.7625 2.8012
H 2.1209 3.8610 1.7926
H 2.1187 4.3175 -0.8747
H 0.8673 2.5379 -2.5333
H -3.7764 -0.8169 -2.5162
H -7.7202 -3.0239 0.0398
H -6.8060 -2.4651 -3.0071
H -7.6295 -0.6993 0.6703
H -5.4718 -1.3205 1.7590
H -3.0300 -0.8595 2.8091
C -9.3515 2.3455 -2.0926
C -8.2164 3.0327 -2.8354
C -8.5439 3.2039 -4.3105
O -7.0258 2.2603 -2.7007
H -9.5332 1.3444 -2.4968
H -9.0978 2.2187 -1.0367
H -10.2767 2.9236 -2.1632
H -8.0219 4.0106 -2.3862
H -8.6978 2.2325 -4.7916
H -7.7152 3.6884 -4.8341
H -9.4449 3.8076 -4.4476
H -7.1876 1.3921 -3.0955
C 5.1843 2.0386 2.6725
C 5.6009 0.7724 1.9415
C 6.6074 1.0739 0.8424
O 4.4479 0.1527 1.3721
H 4.7060 2.7458 1.9878
H 4.4519 1.8087 3.4516
H 6.0443 2.5290 3.1350
H 6.0342 0.0629 2.6522
H 6.1786 1.7477 0.0935
H 6.8891 0.1575 0.3177
H 7.5107 1.5350 1.2499
H 4.0566 0.7731 0.7415
C 9.0396 -2.0188 -1.9526
C 8.0195 -0.9367 -2.2697
C 7.6909 -0.9036 -3.7540
O 8.5339 0.3320 -1.8694
H 9.9799 -1.8366 -2.4831
H 9.2748 -2.0236 -0.8848
H 8.6669 -3.0073 -2.2331
H 7.1059 -1.1130 -1.6949
H 8.5845 -0.6827 -4.3470
H 6.9657 -0.1141 -3.9691
H 7.2777 -1.8586 -4.0885
H 9.3426 0.4977 -2.3722
C -6.9510 -6.9951 -0.8075
C -5.5145 -7.1960 -1.2610
C -4.6004 -7.5027 -0.0850
O -5.0586 -6.0179 -1.9221
H -7.0261 -6.1497 -0.1161
H -7.5940 -6.7636 -1.6610
H -7.3386 -7.8885 -0.3101
H -5.4681 -8.0143 -1.9854
H -4.5960 -6.6753 0.6319
H -3.5691 -7.6327 -0.4242
H -4.9155 -8.4122 0.4336
H -5.0966 -5.2864 -1.2887
C 6.0518 7.1213 4.4926
C 6.4666 5.8550 3.7601
C 7.4743 6.1558 2.6618
O 5.3143 5.2376 3.1900
H 5.5749 7.8301 3.8079
H 5.3191 6.8919 5.2711
H 6.9130 7.6097 4.9559
H 6.8982 5.1442 4.4704
H 7.0466 6.8311 1.9136
H 7.7548 5.2386 2.1364
H 8.3782 6.6152 3.0701
H 4.9245 5.8584 2.5599
```

Output
Orbital gap (eV): 7.9
F_max (hartree/bohr): 0.1004
Highest occupied orbital energy (eV): -8.3
SMILES: C[C@@H](O)CN1c2ccccc2Sc2cc(P(=N)(O)O)ccc21.CC(C)O.CC(C)O.CC(C)O.CC(C)O.CC(C)O
Net charge: 0

Atomic partial charges in e from the Mulliken method, atoms 1 to 6: atom 1 (C): -1.081, atom 2 (C): 0.175, atom 3 (O): -0.525, atom 4 (C): -0.366, atom 5 (N): 0.132, atom 6 (C): -0.017

=====

Here is a cluster of 7 separate species, C30H57N8O3P in total from the Open Molecules 2025 dataset. Energies are from ωB97M-V/def2-TZVPD.

The geometry in XYZ format:
```
99
Properties=species:S:1:pos:R:3
C 1.8380 -0.4809 0.3228
C 1.5305 0.9848 -0.0234
C 0.1469 1.1460 -0.6897
C -0.8397 1.8443 0.2294
O -2.1966 1.6765 -0.2167
C -2.8819 0.6693 0.3242
O -2.4443 -0.1067 1.1354
N -4.2096 0.6615 -0.1709
N -4.1570 0.3570 -1.5713
P -5.3417 -0.2383 0.8423
C -6.7551 -0.1485 -0.3110
O -5.7106 1.0598 1.8132
H 2.4702 -0.5639 1.2074
H 0.9195 -1.0456 0.5067
H 2.3663 -0.9679 -0.4993
H 1.6187 1.6104 0.8705
H 2.2777 1.3339 -0.7377
H 0.2348 1.7123 -1.6206
H -0.2466 0.1569 -0.9377
H -0.7483 1.4771 1.2529
H -0.6947 2.9264 0.2317
H -4.9503 0.7913 -2.0245
H -4.2024 -0.6481 -1.7149
H -7.6126 -0.5942 0.2034
H -6.5850 -0.7022 -1.2332
H -6.9883 0.8915 -0.5513
H -6.4845 0.8688 2.3567
C 0.6835 5.9859 -4.0659
C 0.0873 5.3765 -2.8048
C 1.1534 4.9807 -1.7766
C 2.0807 3.9770 -2.2992
N 2.7988 3.1829 -2.7134
H 1.3308 5.2730 -4.5785
H -0.1021 6.2838 -4.7597
H 1.2773 6.8717 -3.8315
H -0.5054 4.4946 -3.0564
H -0.5893 6.0869 -2.3266
H 0.6897 4.5684 -0.8787
H 1.7376 5.8522 -1.4731
C 5.4834 -1.9831 5.0785
C 5.1902 -0.5105 5.3136
C 4.2137 0.0629 4.2756
C 4.7492 -0.0334 2.9184
N 5.1769 -0.1125 1.8559
H 5.9622 -2.1392 4.1116
H 6.1648 -2.3761 5.8306
H 4.5710 -2.5833 5.1141
H 6.1206 0.0601 5.2849
H 4.7531 -0.3596 6.3023
H 3.9947 1.1144 4.4697
H 3.2662 -0.4804 4.3011
C 2.8815 -4.8476 2.9473
C 3.8082 -5.7270 2.1196
C 4.7638 -6.5615 2.9811
C 5.6326 -5.7174 3.8019
N 6.2915 -5.0061 4.4167
H 3.4518 -4.1256 3.5338
H 2.1988 -4.2921 2.3047
H 2.2826 -5.4455 3.6374
H 4.3956 -5.1100 1.4370
H 3.2252 -6.4152 1.5050
H 5.3991 -7.1911 2.3563
H 4.2037 -7.2206 3.6481
C 10.4119 -1.4907 1.0597
C 9.0073 -0.9129 0.9522
C 8.7028 0.1260 2.0359
C 8.7937 -0.4455 3.3799
N 8.8714 -0.9384 4.4151
H 10.5499 -2.0130 2.0076
H 10.6015 -2.2015 0.2553
H 11.1668 -0.7040 0.9959
H 8.2642 -1.7098 1.0156
H 8.8699 -0.4300 -0.0165
H 7.6951 0.5184 1.9079
H 9.4042 0.9619 1.9765
C -7.2233 -4.3570 -2.5817
C -6.9174 -4.1863 -4.0634
C -6.1237 -2.9076 -4.3569
C -6.8568 -1.7069 -3.9543
N -7.4648 -0.7871 -3.6321
H -7.8449 -3.5400 -2.2117
H -7.7574 -5.2893 -2.4019
H -6.3056 -4.3784 -1.9900
H -7.8435 -4.1694 -4.6404
H -6.3311 -5.0315 -4.4270
H -5.8939 -2.8183 -5.4196
H -5.1734 -2.9202 -3.8176
C -8.0239 2.9234 -2.5926
C -6.8139 3.8129 -2.3407
C -7.1843 5.2868 -2.1426
C -7.8475 5.8538 -3.3176
N -8.3621 6.2759 -4.2531
H -8.5435 3.2059 -3.5091
H -7.7210 1.8812 -2.6972
H -8.7354 2.9873 -1.7660
H -6.1106 3.7333 -3.1723
H -6.2829 3.4818 -1.4449
H -6.2966 5.8873 -1.9379
H -7.8580 5.3974 -1.2899
```

Output
Orbital gap (eV): 9.0
F_max (hartree/bohr): 0.0137
Highest occupied orbital energy (eV): -8.6
SMILES: CCCCOC(=O)N(N)P(C)O.CCCC#N.CCCC#N.CCCC#N.CCCC#N.CCCC#N.CCCC#N
Net charge: 0

Atomic partial charges in e from the Mulliken method, atoms 1 to 6: atom 1 (C): -0.967, atom 2 (C): -0.261, atom 3 (C): -0.436, atom 4 (C): -0.686, atom 5 (O): -0.289, atom 6 (C): 0.392

=====

Here is a structure of composition C30H58BCl29NO8PS in a non-equilibrium geometry from the Open Molecules 2025 dataset. Energies are from ωB97M-V/def2-TZVPD.

The geometry in XYZ format:
```
129
Properties=species:S:1:pos:R:3
C 2.0302 -2.7811 3.7535
C 1.1957 -2.4367 2.5243
C 0.0606 -1.3622 2.6886
Cl -0.3628 -1.3899 4.4470
C -1.0570 -1.4958 1.5646
C -0.2130 -1.7201 0.2573
C 0.5957 -2.8916 -0.3347
C 0.2021 -4.3537 -0.5905
C 1.2881 -4.9705 -1.4685
O 1.1158 -6.3741 -1.5586
C -1.8331 -0.0859 1.3782
B -0.8463 1.0884 0.8438
O -0.7658 2.3127 1.4545
O -0.1600 1.0031 -0.3636
P -2.9242 0.1164 -0.2837
O -4.4735 0.4499 0.1200
Cl -3.3251 -1.6581 -1.2255
C -2.5743 0.4650 2.6163
C -3.4395 1.7321 2.3019
N -1.8871 0.8162 3.8636
C -2.6910 0.6608 5.0813
C -0.9579 1.8768 4.0467
C 0.5459 1.6582 3.9464
O -1.3296 3.0035 4.3839
O -3.6070 -0.4865 3.0627
S -3.7451 -1.9659 2.5048
O -4.2074 -2.7690 3.5956
O -4.6821 -1.9296 1.4179
C -2.1115 -2.6534 1.8923
Cl -1.6094 -3.7592 3.2740
C -2.3107 -3.7342 0.8265
C -3.6735 -4.4730 0.8236
H 2.4494 -1.9260 4.2710
H 2.9056 -3.3107 3.3601
H 1.5728 -3.4935 4.4290
H 0.7914 -3.3679 2.1482
H 1.9107 -2.0176 1.8222
H 0.5846 -0.4225 2.5554
H 0.5804 -0.9798 0.3662
H -0.7790 -1.3006 -0.5663
H 1.5899 -2.9753 0.0967
H 0.8843 -2.5381 -1.3329
H 0.2438 -4.9084 0.3459
H -0.7328 -4.5132 -1.1172
H 2.2741 -4.7304 -1.0644
H 1.2231 -4.5511 -2.4730
H 1.8481 -6.8077 -1.1211
H 0.1364 2.6396 1.5152
H -0.5566 1.5995 -1.0030
H -4.6008 1.3713 -0.1348
H -4.4882 1.4673 2.2302
H -3.3859 2.4688 3.0956
H -3.2046 2.2199 1.3579
H -3.6717 1.1289 5.0205
H -2.1637 1.1599 5.8895
H -2.7399 -0.3794 5.3846
H 0.8702 1.4202 2.9410
H 1.0509 2.5750 4.2310
H 0.8778 0.8880 4.6367
H -2.1391 -3.4122 -0.1879
H -1.6075 -4.5396 0.9662
H -4.3155 -3.9549 0.1195
H -4.1162 -4.5403 1.8083
H -3.5368 -5.4723 0.4172
C -2.1033 5.1870 1.6233
Cl -1.1977 6.6731 1.9297
Cl -3.6311 5.5081 0.7803
H -1.5019 4.5360 1.0042
H -2.3186 4.7082 2.5718
C 2.9494 2.0353 -1.1313
Cl 4.6836 2.1319 -1.4555
Cl 2.5666 2.4197 0.5525
H 2.4389 2.7468 -1.7706
H 2.6081 1.0283 -1.3417
C 6.4850 5.1449 -3.4713
Cl 5.5283 5.7087 -4.8558
Cl 8.1612 4.8282 -3.9301
H 6.4745 5.9109 -2.7020
H 6.0539 4.2286 -3.0817
C 2.7310 -8.9758 0.4333
Cl 3.9204 -8.0325 -0.4875
Cl 2.2686 -8.1579 1.9253
H 1.8467 -9.1094 -0.1794
H 3.1708 -9.9345 0.6787
C 0.5062 4.0337 -4.6405
Cl 1.9649 3.3635 -3.8931
Cl -0.6651 4.5553 -3.4251
H 0.7896 4.8875 -5.2437
H 0.0526 3.2670 -5.2563
C 3.3788 -7.7838 -4.0050
Cl 2.6408 -6.2858 -4.5740
Cl 4.7928 -8.2451 -4.9611
H 3.6786 -7.6325 -2.9752
H 2.6426 -8.5763 -4.0680
C 5.9167 9.2072 -6.6223
Cl 6.4624 9.7556 -5.0316
Cl 4.7361 10.3139 -7.3300
H 6.7770 9.1475 -7.2774
H 5.4584 8.2325 -6.5082
C 4.1640 10.6219 -2.3044
Cl 4.4780 11.9164 -1.1434
Cl 3.9221 9.0666 -1.4927
H 3.2680 10.8641 -2.8628
H 5.0121 10.5407 -2.9726
C 7.3479 7.8699 -0.5956
Cl 8.7717 8.3592 0.3250
Cl 7.0074 6.1417 -0.4030
H 6.4913 8.4288 -0.2403
H 7.5234 8.0765 -1.6461
C -7.2151 -5.4749 2.2196
Cl -7.1584 -6.3157 0.6620
Cl -6.0417 -6.1237 3.3654
H -6.9874 -4.4272 2.0555
H -8.2078 -5.5873 2.6375
C -6.6979 -1.8172 -2.5257
Cl -7.7498 -0.4371 -2.8798
Cl -5.3856 -1.9572 -3.6978
H -6.2682 -1.6781 -1.5385
H -7.2913 -2.7227 -2.5577
C -9.7115 -0.0233 -5.8218
Cl -10.7667 1.3504 -6.1820
Cl -8.3863 -0.1598 -6.9825
H -9.2872 0.1123 -4.8347
H -10.3007 -0.9314 -5.8610
C 5.5444 -2.5743 5.2802
Cl 5.1499 -4.2715 5.5722
Cl 4.4541 -1.4841 6.1438
H 6.5565 -2.3895 5.6187
H 5.4589 -2.3768 4.2182
```

Output
Orbital gap (eV): 8.6
F_max (hartree/bohr): 0.0468
Highest occupied orbital energy (eV): -8.8
Net charge: 0

Atomic partial charges in e from the Mulliken method, atoms 1 to 6: atom 1 (C): -1.539, atom 2 (C): -0.113, atom 3 (C): -0.392, atom 4 (Cl): -0.127, atom 5 (C): 1.683, atom 6 (C): -0.739